(1)
ORCA calculation (ωB97M-V with the def2-TZVPD basis set) on a cluster of 2 separate species, C2H6NO2 in total in a non-equilibrium geometry.

Each line ends with the Löwdin charge.
Element x y z (Å)
C -1.229 -0.313 -1.797  -0.1599
O 0.173 -0.296 -1.263  -0.2229
H -1.596 -1.381 -1.643  0.0711
H -1.951 0.273 -1.402  0.0000
H -1.462 -0.199 -2.882  0.0597
C 1.303 0.562 1.576  -0.5495
N 0.683 -0.181 2.466  -0.0310
O 1.917 0.026 0.528  -0.2459
H 1.431 1.714 1.753  0.0951
H 0.712 -0.465 -0.405  0.0330
H 0.017 0.261 3.068  -0.0496

**ΔE to the lowest compared entry with this formula, charge and spin**: 305.2 kJ/mol
**Spin multiplicity**: 1
**LUMO energy**: 4.07 eV
**E_tot**: -7755.1031 eV
**Net charge**: -1
**Highest occupied orbital energy**: -3.7429 eV
**Maximum force**: 0.113 Eh/bohr
**Kohn-Sham gap**: 7.8 eV

=====

(2)
ORCA calculation (ωB97M-V with the def2-TZVPD basis set) on a cluster of 2 separate species, C4H11FNO3 in total in a non-equilibrium geometry.

Each line ends with the Löwdin charge.
Element x y z (Å)
C 3.084 -0.470 -0.864  -0.0713
C 2.153 0.880 -1.189  -0.2429
F 1.472 0.748 -2.499  -0.0882
C 1.109 1.039 0.096  -0.1368
O -0.239 1.484 -0.287  -0.0340
C -1.107 0.368 -0.696  -0.2943
O -1.908 0.574 -1.778  0.0252
O -1.162 -0.972 -0.093  -0.0212
H 2.355 -1.409 -0.962  0.0947
H 3.387 -0.360 0.285  0.0999
H 4.012 -0.537 -1.580  0.0998
H 2.862 1.835 -1.283  0.1623
H 1.121 0.013 0.703  0.1308
H 1.639 1.822 0.824  0.1590
H -0.737 -1.602 -0.763  0.1614
N -3.608 -0.683 2.017  0.3365
H -3.643 -1.635 2.399  0.1675
H -2.891 -0.634 1.284  0.1149
H -4.522 -0.440 1.619  0.1694
H -3.375 -0.022 2.768  0.1675

**ΔE to the lowest compared entry with this formula, charge and spin**: 318.4 kJ/mol
**Spin multiplicity**: 1
**LUMO energy**: -4.31 eV
**E_tot**: -14665.9985 eV
**Net charge**: +1
**Highest occupied orbital energy**: -13.8191 eV
**Maximum force**: 0.184 Eh/bohr
**Kohn-Sham gap**: 9.5 eV

=====

(3)
ORCA calculation (ωB97M-V with the def2-TZVPD basis set) on a structure of composition C16H26N5OSe2V in a non-equilibrium geometry.

Each line ends with the Löwdin charge.
Element x y z (Å)
V 0.709 0.109 0.488  0.3816
C 1.492 -2.041 3.574  -0.3441
Se 2.100 -1.635 1.761  0.9753
C 1.195 -3.133 0.901  -0.5009
C -0.300 -3.171 1.161  -0.4689
Se -1.159 -1.408 1.329  0.9848
C -2.539 -1.637 -0.021  -0.3328
H 1.561 -3.115 3.727  0.0400
H 0.475 -1.699 3.736  0.0067
H 2.168 -1.547 4.267  0.0308
H 1.657 -4.055 1.248  0.0799
H 1.426 -3.008 -0.152  0.0572
H -0.527 -3.692 2.085  0.0668
H -0.822 -3.676 0.351  0.0758
H -3.032 -2.589 0.143  0.0368
H -2.109 -1.585 -1.015  0.0222
H -3.255 -0.833 0.124  0.0345
N 1.059 1.438 2.261  0.0117
C -0.265 1.983 2.450  -0.3295
C -1.001 1.660 3.578  -0.0449
C -2.307 2.113 3.702  -0.0620
C -2.878 2.890 2.702  -0.0729
C -2.132 3.219 1.579  -0.0682
C -0.824 2.769 1.450  -0.0538
H 1.423 1.078 3.133  0.0949
H 1.715 2.121 1.903  0.1093
H -0.555 1.059 4.365  0.1188
H -2.878 1.857 4.586  0.1143
H -3.892 3.253 2.807  0.1102
H -2.565 3.836 0.801  0.1113
H -0.224 3.050 0.595  0.1113
C -0.273 0.315 -4.764  -0.0032
N -0.062 -0.088 -3.370  -0.1032
C 0.751 -1.298 -3.195  0.0089
C -0.423 0.652 -2.343  -0.4258
C -1.132 1.956 -2.547  0.0405
O -0.190 0.270 -1.163  -0.1951
H -0.566 -0.561 -5.340  0.1030
H 0.651 0.715 -5.186  0.1116
H -1.057 1.059 -4.850  0.0838
H 1.588 -1.263 -3.891  0.1023
H 0.158 -2.188 -3.405  0.1040
H 1.135 -1.346 -2.187  0.0621
H -0.518 2.642 -3.134  0.1094
H -1.330 2.394 -1.576  0.0741
H -2.076 1.810 -3.071  0.1012
N 2.327 0.757 -0.349  -0.0130
C 3.325 0.564 -0.971  -0.3220
N 4.378 0.384 -1.583  0.1081
C 4.659 -0.017 -2.814  -0.3555
N 4.939 -0.367 -3.880  0.1129

**ΔE to the lowest compared entry with this formula, charge and spin**: 66.5 kJ/mol
**Spin multiplicity**: 2
**LUMO energy (spin up / spin down)**: -2.51 / -2.53 eV
**E_tot**: -182886.1488 eV
**Net charge**: +1
**Highest occupied orbital energy (spin up / spin down)**: -10.3955 / -9.8331 eV
**⟨S²⟩**: 0.756
**Maximum force**: 0.032 Eh/bohr
**Kohn-Sham gap (spin up / spin down)**: 7.9 / 7.3 eV

=====

(4)
ORCA calculation (ωB97M-V with the def2-TZVPD basis set) on a cluster of 2 separate species, C5H15NS in total in a non-equilibrium geometry.

Each line ends with the Löwdin charge.
Element x y z (Å)
C 1.737 -2.082 -1.234  -0.1030
C 1.552 -0.596 -1.479  -0.2845
N 0.188 -0.157 -1.199  -0.2083
C -0.049 1.279 -1.474  -0.0889
H 0.951 -2.690 -1.715  0.0810
H 2.708 -2.435 -1.599  0.0751
H 1.701 -2.340 -0.160  0.0671
H 2.257 -0.040 -0.842  0.1252
H 1.828 -0.397 -2.538  0.1180
H -0.197 -0.434 0.125  -0.1194
H -0.489 -0.734 -1.699  0.1299
H 0.573 1.888 -0.824  0.0808
H -1.119 1.522 -1.284  0.0921
H 0.184 1.521 -2.537  0.0879
C -1.264 1.484 2.353  -0.2166
C -1.806 0.088 2.321  -0.6573
S -0.771 -1.147 1.372  0.5133
H -1.242 1.949 1.344  0.0504
H -0.214 1.488 2.796  0.0863
H -1.900 2.126 3.019  0.0737
H -2.842 0.040 1.926  0.0563
H -1.785 -0.335 3.329  0.0410

**ΔE to the lowest compared entry with this formula, charge and spin**: 82.7 kJ/mol
**Spin multiplicity**: 1
**LUMO energy**: 0.79 eV
**E_tot**: -17752.7342 eV
**Highest occupied orbital energy**: -7.6313 eV
**Maximum force**: 0.029 Eh/bohr
**Kohn-Sham gap**: 8.4 eV